Record 1
DFT (ωB97M-V/def2-TZVPD) results for 2 unconnected molecules or ions with the total composition C20H34Br2N2O7.

* net charge: 0
* ΔE to the lowest compared entry with this formula, charge and spin: 3.9892 eV
* largest force on an atom: 5.37 eV/A
* LUMO energy: 0.2 eV
* orbital gap: 8.31 eV

```
65
Properties=species:S:1:pos:R:3:lowdin_charge:R:1
C 5.89277 -2.26752 1.09157 -0.127
C 5.73293 -1.05775 0.03141 -0.119
C 4.17999 -0.74649 -0.26766 -0.399
O 3.83528 0.42686 -0.49289 0.054
O 3.33330 -1.86741 -0.28589 -0.044
C 1.92181 -1.45253 -0.34335 -0.147
C 1.08846 -2.79595 -0.54173 -0.061
C -0.45298 -2.58814 -0.88235 -0.234
N -1.22776 -3.86148 -0.79901 0.084
C -0.68387 -4.83308 -1.50866 -0.282
C 0.17625 -5.99780 -0.79285 -0.057
C -0.84204 -5.00724 -3.10136 -0.026
C -0.63581 -1.67289 -2.20510 -0.300
O 0.01335 -1.65641 -3.25628 0.060
O -1.70454 -0.71831 -2.05062 -0.001
C -1.67240 -0.25604 -0.66237 -0.234
C -0.70091 1.00791 -0.49368 -0.553
Br -1.39443 2.14113 1.02327 0.724
C -0.67911 1.93035 -1.83668 -0.672
C -0.56743 3.49558 -1.53482 -0.253
Br 0.92398 1.45054 -2.93580 0.715
C -1.34416 -1.62563 0.10147 -0.265
O -2.64429 -2.30177 0.01136 -0.046
C -0.98525 -1.61688 1.64854 -0.145
O -1.83552 -0.77340 2.44962 -0.263
C -1.53356 -0.97775 3.85282 -0.102
H 5.60116 -3.27906 0.64071 0.079
H 6.98164 -2.36828 1.41941 0.072
H 5.28585 -2.07870 2.04135 0.080
H 6.19676 -1.43582 -0.94412 0.124
H 6.21625 -0.11591 0.43064 0.117
H 1.72143 -0.90369 0.63034 0.123
H 1.71673 -0.71957 -1.19216 0.083
H 1.60985 -3.36848 -1.39393 0.140
H 1.14594 -3.50632 0.35975 0.136
H -0.00438 -5.94050 0.34110 0.085
H -0.08556 -7.02121 -1.21423 0.074
H 1.30480 -5.81020 -0.91674 0.091
H -0.69614 -4.03850 -3.67378 0.072
H -0.14179 -5.82850 -3.47072 0.078
H -1.92792 -5.33837 -3.26269 0.097
H -2.65031 0.12219 -0.20915 0.142
H 0.38497 0.76086 -0.27976 0.074
H -1.61145 1.78319 -2.47509 0.112
H 0.29734 3.75770 -0.83856 0.081
H -0.33101 3.99718 -2.54445 0.078
H -1.56333 3.97434 -1.20417 0.035
H -3.09208 -2.28031 0.87999 0.111
H -1.13526 -2.69655 2.02813 0.147
H 0.09557 -1.35084 1.89411 0.126
H -2.37855 -0.63515 4.53154 0.102
H -0.55167 -0.42353 4.05418 0.103
H -1.34160 -2.08524 4.07919 0.095
C -1.04909 7.18989 0.73357 -0.002
C -2.12723 6.28064 0.20696 -0.526
O -2.01930 5.68608 -0.85760 -0.012
N -3.25122 6.13136 0.96039 0.009
C -3.56103 6.74440 2.23483 -0.077
H -0.21639 7.21160 0.03103 0.088
H -1.43580 8.20529 0.84397 0.086
H -0.68270 6.81987 1.69362 0.087
H -3.93143 5.50864 0.54848 0.143
H -3.72851 5.95189 2.96718 0.083
H -4.47705 7.32804 2.12325 0.083
H -2.76158 7.39367 2.58447 0.074
```

***

Record 2
DFT (ωB97M-V/def2-TZVPD) results for a gas-phase ion, C7H5N5O2 (charge -2).

* net charge: -2
* ΔE to the lowest compared entry with this formula, charge and spin: 0.0000 eV
* largest force on an atom: 4.01 eV/A
* LUMO energy: 6.2 eV
* orbital gap: 6.95 eV

```
19
Properties=species:S:1:pos:R:3:lowdin_charge:R:1
C 0.53324 2.47097 -0.71421 -0.417
C -0.10238 -1.09710 -0.08376 -0.126
C -0.42822 -0.96800 1.20337 -0.191
C -0.40807 1.28458 1.25821 -0.104
C -1.94801 1.53062 -0.70269 -0.583
C 0.25238 0.08914 -0.89559 -0.203
C -0.28644 1.35004 -0.32623 -0.294
N 1.59956 4.32204 -0.84995 -0.210
N 0.86528 3.60106 0.02825 -0.012
N 1.04002 2.54766 -1.98837 -0.007
N 1.69788 3.71750 -1.97742 -0.214
N -0.39983 0.24381 1.94290 0.034
O -2.50930 2.59789 -0.37902 -0.060
O -2.31442 0.55413 -1.44294 -0.104
H -0.20585 -2.05511 -0.69965 0.112
H -0.84244 -1.82928 1.66288 0.057
H -0.63387 2.25659 1.64525 0.093
H 1.42740 0.07876 -0.90057 0.152
H -0.26174 -0.13142 -1.78135 0.079
```

***

Record 3
DFT (ωB97M-V/def2-TZVPD) results for a molecular structure, C5H7Br3N.

* net charge: +1
* ΔE to the lowest compared entry with this formula, charge and spin: 1.2784 eV
* largest force on an atom: 4.91 eV/A
* LUMO energy: -4.8 eV
* orbital gap: 8.89 eV

```
16
Properties=species:S:1:pos:R:3:lowdin_charge:R:1
C -0.13375 -1.25227 -0.47126 -0.085
C 0.75738 -1.23551 0.52743 -0.214
C -0.51530 0.07718 -0.79455 -0.216
C 0.15182 0.91843 0.24068 -0.139
C 2.91259 0.09510 -0.10672 -1.513
N 1.18769 0.04076 0.74354 -0.127
Br 2.56711 -0.48120 -1.88838 0.824
Br 3.77646 -1.35406 0.92758 0.735
Br 3.55918 1.83469 0.25446 0.788
H -0.75076 -2.24124 -0.74052 0.194
H 1.31276 -2.07757 0.94148 0.087
H -0.42545 0.31647 -1.90432 0.150
H -1.55702 0.27659 -0.57956 0.130
H 0.78680 1.74411 -0.07752 0.093
H -0.58639 1.39790 0.97036 0.182
H 1.59179 0.31595 1.59135 0.111
```

***

Record 4
DFT (ωB97M-V/def2-TZVPD) results for a molecular structure, C9H21CuN4O6.

* net charge: +1
* ΔE to the lowest compared entry with this formula, charge and spin: 0.0000 eV
* largest force on an atom: 1.05 eV/A
* spin multiplicity: 2
* LUMO energy (alpha / beta): -5.1 / -8.2 eV
* orbital gap (alpha / beta): 6.31 / 3.17 eV

```
41
Properties=species:S:1:pos:R:3:lowdin_charge:R:1
Cu 4.52868 0.95620 0.72893 0.689
N 2.79691 -0.97904 -1.59273 -0.544
O 3.33950 -1.64916 -2.48018 0.304
O 1.63621 -1.17982 -1.32105 0.217
O 3.45878 -0.10725 -1.05113 0.104
C -0.36626 -3.54385 -0.71077 -0.029
C -1.65311 -4.32544 -0.61187 -0.563
O -2.49275 -4.27767 -1.48617 0.060
N -1.77989 -5.10459 0.49187 -0.003
C -2.97773 -5.87701 0.77423 -0.066
H -0.23471 -2.77334 0.05322 0.051
H -0.36257 -3.01935 -1.66205 0.075
H 0.50704 -4.19373 -0.61942 0.084
H -1.03545 -5.11307 1.16482 0.127
H -3.74629 -5.25736 1.23943 0.087
H -2.72743 -6.65304 1.49814 0.083
H -3.35213 -6.35522 -0.12409 0.086
C 1.77309 3.35717 2.62743 0.033
C 2.13364 2.96223 1.23222 -0.489
O 2.76328 1.89577 1.00682 -0.064
N 1.72162 3.75046 0.24985 0.056
C 2.02134 3.56315 -1.16637 -0.015
H 0.86636 3.96217 2.63017 0.095
H 2.58677 3.98128 3.00289 0.105
H 1.63339 2.47832 3.24275 0.097
H 1.25385 4.60029 0.52312 0.153
H 2.72803 4.31638 -1.50710 0.099
H 1.09483 3.68928 -1.72635 0.076
H 2.39200 2.55783 -1.32333 0.072
C -1.25099 -0.20423 0.48729 -0.004
C -1.85087 1.17686 0.25887 -0.558
O -2.72677 1.62948 0.95860 0.070
N -1.34264 1.88113 -0.78563 -0.003
C -1.77210 3.23794 -1.07685 -0.076
H -0.16428 -0.24343 0.55596 0.059
H -1.66965 -0.91655 -0.22299 0.083
H -1.62219 -0.51078 1.46645 0.089
H -0.55146 1.51042 -1.27980 0.116
H -1.42241 3.92317 -0.29630 0.076
H -2.85068 3.30596 -1.14991 0.092
H -1.28297 3.54844 -1.99893 0.075
```

***

Record 5
DFT (ωB97M-V/def2-TZVPD) results for a single C6H13NO3 molecule.

* net charge: 0
* ΔE to the lowest compared entry with this formula, charge and spin: 1.7172 eV
* largest force on an atom: 2.26 eV/A
* LUMO energy: 0.6 eV
* orbital gap: 9.59 eV

```
23
Properties=species:S:1:pos:R:3:lowdin_charge:R:1
C -2.51282 0.10876 -0.96362 -0.060
C -1.08199 0.39724 -1.42423 -0.270
C -0.21320 0.95572 -0.28610 -0.186
N 0.99282 0.15305 -0.17679 -0.077
C 1.94567 0.57212 0.83620 -0.213
C 1.61051 0.16201 2.26837 -0.261
O 0.93511 -1.07964 2.33926 -0.074
C -0.40979 -0.84467 -1.98303 -0.477
O 0.19713 -0.89756 -3.02650 0.122
H -2.53775 -0.40971 0.00629 0.083
H -3.05283 1.05710 -0.84168 0.089
H -3.04819 -0.51135 -1.69464 0.092
H -1.09140 1.12432 -2.24579 0.148
H 0.05438 1.98847 -0.55255 0.127
H -0.79307 0.99250 0.65758 0.122
H 2.93072 0.16059 0.56560 0.116
H 2.04304 1.66944 0.80605 0.121
H 2.54001 0.14304 2.86279 0.115
H 0.94090 0.89893 2.73375 0.115
H 1.49194 -1.76537 1.95940 0.088
H 0.76951 -0.88656 -0.05361 0.123
O -0.54484 -2.04093 -1.26016 0.063
H -1.16586 -1.94750 -0.52659 0.093
```